Formula: C68H65ClF14I2N4O4P
Source: the OMol25 dataset
Level of theory: ωB97M-V/def2-TZVPD

LUMO level: -0.123 Ha
electronic energy: -161771.4609 eV
HOMO energy: -0.367 Eh
HOMO-LUMO gap: 6.65 eV

Geometry as ORCA input:
```
! RIJCOSX wB97M-V def2-TZVPD def2/J DEFGRID3
* xyz 1 1
C 8.663 -8.577 -4.285
C 7.339 -9.266 -3.908
C 6.080 -8.552 -4.350
Cl 4.727 -9.703 -4.054
N 5.661 -7.253 -3.764
C 4.676 -6.561 -4.346
C 3.780 -6.801 -5.554
F 4.132 -7.799 -6.372
F 3.799 -5.668 -6.280
C 2.282 -7.002 -5.139
F 1.643 -7.344 -6.270
F 1.736 -5.879 -4.700
F 2.117 -8.003 -4.275
N 4.423 -5.438 -3.722
C 5.270 -5.406 -2.673
N 5.189 -4.331 -1.862
C 4.150 -3.343 -2.247
I 4.477 -1.508 -1.140
C 2.694 -3.870 -1.918
C 2.649 -4.790 -0.711
I 1.370 -2.217 -1.483
P 6.223 -4.175 -0.425
O 7.339 -2.999 -0.562
O 5.279 -3.976 0.883
N 6.042 -6.513 -2.666
C 7.079 -6.932 -1.738
C 8.396 -6.146 -1.883
C 8.600 -5.489 -3.266
C 8.652 -3.994 -3.228
O 7.726 -3.278 -3.567
O 9.820 -3.499 -2.795
H 8.546 -7.857 -5.088
H 9.119 -8.122 -3.416
H 9.363 -9.341 -4.602
H 7.332 -9.597 -2.878
H 7.341 -10.192 -4.474
H 6.182 -8.390 -5.413
H 4.236 -3.032 -3.278
H 2.257 -4.318 -2.800
H 3.365 -5.606 -0.777
H 1.663 -5.250 -0.701
H 2.725 -4.255 0.226
H 7.106 -2.148 -0.151
H 5.609 -3.318 1.511
H 7.291 -7.991 -1.757
H 6.702 -6.766 -0.736
H 9.215 -6.836 -1.710
H 8.491 -5.383 -1.119
H 7.872 -5.758 -4.023
H 9.558 -5.829 -3.652
H 9.686 -2.579 -2.535
F -0.923 0.387 -0.329
C -0.229 1.310 0.372
C 0.973 0.951 0.948
C 1.687 1.903 1.662
C 1.187 3.191 1.799
C -0.026 3.529 1.216
C -0.739 2.585 0.492
H 1.343 -0.060 0.837
H 2.635 1.638 2.113
H 1.744 3.930 2.360
H -0.420 4.531 1.323
H -1.682 2.834 0.024
F -3.137 -2.044 -7.056
C -2.222 -3.026 -6.984
C -1.574 -3.251 -5.786
C -0.634 -4.271 -5.720
C -0.348 -5.031 -6.842
C -1.006 -4.787 -8.040
C -1.956 -3.780 -8.112
H -1.806 -2.638 -4.925
H -0.120 -4.470 -4.792
H 0.400 -5.802 -6.751
H -0.779 -5.378 -8.917
H -2.489 -3.575 -9.031
F 6.884 -0.416 1.839
C 6.999 0.923 1.616
C 6.455 1.448 0.465
C 6.565 2.809 0.225
C 7.224 3.619 1.138
C 7.769 3.069 2.292
C 7.654 1.708 2.540
H 5.956 0.781 -0.222
H 6.136 3.235 -0.672
H 7.313 4.680 0.951
H 8.285 3.700 3.001
H 8.065 1.261 3.435
F -3.263 3.908 2.021
C -4.453 3.299 1.805
C -4.896 3.135 0.510
C -6.116 2.507 0.294
C -6.873 2.067 1.368
C -6.411 2.247 2.665
C -5.190 2.862 2.888
H -4.295 3.494 -0.315
H -6.474 2.365 -0.717
H -7.825 1.584 1.194
H -7.002 1.909 3.504
H -4.808 3.005 3.890
F -8.866 3.636 2.895
C -10.148 3.488 2.507
C -10.731 2.239 2.579
C -12.052 2.091 2.182
C -12.765 3.185 1.713
C -12.158 4.432 1.644
C -10.841 4.590 2.048
H -10.155 1.397 2.942
H -12.525 1.120 2.240
H -13.794 3.066 1.401
H -12.712 5.284 1.275
H -10.352 5.554 2.010
F -7.204 8.985 4.086
C -6.232 8.082 4.328
C -5.750 7.945 5.613
C -4.754 7.014 5.863
C -4.248 6.241 4.825
C -4.742 6.398 3.537
C -5.747 7.322 3.283
H -6.152 8.562 6.407
H -4.373 6.891 6.867
H -3.468 5.517 5.020
H -4.345 5.802 2.730
H -6.151 7.453 2.288
F -7.247 9.779 8.751
C -7.205 11.083 8.407
C -7.740 11.477 7.197
C -7.698 12.818 6.846
C -7.116 13.744 7.700
C -6.579 13.329 8.910
C -6.626 11.990 9.271
H -8.183 10.741 6.538
H -8.121 13.140 5.904
H -7.081 14.789 7.422
H -6.121 14.048 9.575
H -6.220 11.649 10.214
F 0.827 8.132 0.627
C -0.356 8.723 0.900
C -1.131 8.226 1.928
C -2.344 8.836 2.210
C -2.768 9.924 1.460
C -1.975 10.406 0.427
C -0.756 9.806 0.145
H -0.787 7.372 2.497
H -2.959 8.460 3.017
H -3.717 10.395 1.680
H -2.305 11.251 -0.161
H -0.119 10.172 -0.650
F 0.490 -9.297 1.476
C 0.300 -9.882 0.279
C -0.367 -11.089 0.217
C -0.563 -11.685 -1.020
C -0.084 -11.076 -2.172
C 0.588 -9.865 -2.088
C 0.779 -9.258 -0.855
H -0.726 -11.551 1.127
H -1.090 -12.627 -1.084
H -0.236 -11.546 -3.135
H 0.961 -9.394 -2.982
H 1.293 -8.309 -0.767
*
```

Formula: C69H123F4N17O11S4
Source: the OMol25 dataset
Level of theory: ωB97M-V/def2-TZVPD

LUMO level: -0.234 Ha
electronic energy: -175576.8250 eV
HOMO energy: -0.268 Eh
HOMO-LUMO gap: 0.90 eV

Geometry as ORCA input:
```
! RIJCOSX wB97M-V def2-TZVPD def2/J DEFGRID3
* xyz 2 1
C -5.821 -8.621 3.287
C -4.365 -7.996 3.004
C -3.842 -8.929 1.839
C -2.560 -8.395 1.193
C -2.860 -6.981 0.645
C -3.300 -5.964 1.783
N -4.506 -6.564 2.479
O -5.239 -5.638 3.317
C -3.757 -4.722 0.976
C -2.097 -5.675 2.656
C -3.541 -8.187 4.279
H -6.382 -7.994 3.980
H -5.723 -9.618 3.715
H -6.486 -8.790 2.441
H -4.524 -9.173 1.025
H -3.588 -9.918 2.220
H -2.099 -9.080 0.482
H -1.818 -8.418 1.991
H -3.469 -6.857 -0.250
H -1.894 -6.552 0.378
H -4.076 -3.914 1.634
H -4.626 -4.875 0.336
H -3.031 -4.265 0.304
H -1.768 -4.670 2.395
H -1.295 -6.413 2.689
H -2.408 -5.478 3.681
H -2.511 -7.845 4.172
H -3.503 -9.220 4.623
H -3.801 -7.534 5.112
C 2.098 0.698 -1.296
C 0.556 1.050 -1.168
C 0.032 0.501 -2.540
C -1.474 0.383 -2.759
C -2.046 -0.363 -1.542
C -1.666 0.060 -0.121
N -0.177 0.295 -0.039
O 0.436 0.695 1.275
C -2.055 -1.073 0.771
C -2.492 1.278 0.252
C 0.349 2.602 -1.098
H 2.623 1.166 -2.128
H 2.266 -0.367 -1.452
H 2.571 0.981 -0.355
H 0.248 -0.567 -2.544
H 0.540 0.953 -3.392
H -1.686 -0.269 -3.607
H -1.916 1.379 -2.795
H -1.932 -1.434 -1.712
H -3.131 -0.396 -1.633
H -1.686 -2.059 0.490
H -3.126 -1.277 0.744
H -1.800 -0.870 1.812
H -2.451 2.055 -0.511
H -2.219 1.607 1.255
H -3.531 0.958 0.328
H -0.573 2.827 -0.562
H 0.199 2.980 -2.109
H 1.147 3.250 -0.734
C 8.528 -1.297 -4.080
C 7.113 -1.767 -4.108
C 6.487 -1.585 -2.701
C 5.924 -0.143 -2.459
C 4.950 0.269 -3.554
C 5.556 0.196 -4.984
N 6.266 -1.143 -5.204
O 6.774 -1.395 -6.524
C 6.596 1.327 -5.150
C 4.433 0.454 -5.942
C 7.232 -3.328 -4.227
H 9.253 -1.907 -3.541
H 8.519 -0.228 -3.865
H 8.990 -1.235 -5.066
H 7.147 -1.632 -1.834
H 5.687 -2.313 -2.563
H 6.656 0.659 -2.557
H 5.496 -0.137 -1.457
H 4.606 1.300 -3.471
H 4.102 -0.409 -3.459
H 7.355 0.949 -5.834
H 7.035 1.540 -4.175
H 6.275 2.314 -5.482
H 3.993 -0.538 -6.043
H 4.666 0.889 -6.914
H 3.675 1.097 -5.494
H 6.246 -3.712 -4.487
H 7.658 -3.837 -3.363
H 7.796 -3.635 -5.108
C 7.018 -2.060 4.280
C 6.768 -2.321 2.759
N 5.504 -1.947 2.316
C 4.989 -0.699 2.138
C 3.647 -0.859 1.873
N 3.299 -2.237 1.867
C 4.500 -2.854 2.119
C 2.013 -2.802 1.614
H 8.019 -2.453 4.456
H 6.307 -2.602 4.902
H 6.987 -0.993 4.499
H 6.864 -3.389 2.563
H 7.419 -1.774 2.076
H 5.529 0.232 2.229
H 2.873 -0.122 1.721
H 4.604 -3.929 2.099
H 1.261 -2.393 2.288
H 2.002 -3.876 1.800
H 1.706 -2.667 0.577
C -0.762 0.458 4.879
C -1.716 0.150 6.058
N -2.666 -0.908 5.648
C -2.628 -2.284 5.778
C -3.612 -2.930 5.070
N -4.399 -1.893 4.519
C -3.810 -0.708 4.879
C -5.625 -1.957 3.756
H -0.080 1.304 4.963
H -1.239 0.487 3.899
H -0.096 -0.395 4.752
H -2.247 1.086 6.228
H -1.203 -0.191 6.958
H -1.865 -2.746 6.387
H -3.887 -3.950 4.845
H -4.158 0.282 4.622
H -5.356 -2.333 2.769
H -6.144 -0.999 3.764
H -6.371 -2.700 4.039
C 3.563 -4.479 -5.127
C 3.530 -3.259 -4.205
N 2.206 -3.091 -3.653
C 1.097 -2.824 -4.392
C -0.012 -3.115 -3.607
N 0.448 -3.514 -2.352
C 1.756 -3.504 -2.408
C -0.426 -3.828 -1.235
H 2.733 -4.428 -5.832
H 3.433 -5.472 -4.697
H 4.514 -4.574 -5.652
H 3.851 -2.276 -4.547
H 4.167 -3.521 -3.360
H 1.273 -2.496 -5.406
H -1.065 -3.169 -3.841
H 2.473 -3.570 -1.603
H -0.022 -3.215 -0.429
H -0.344 -4.858 -0.888
H -1.493 -3.635 -1.345
C -7.709 3.035 -2.710
C -7.384 2.402 -4.120
N -5.949 2.303 -4.463
C -4.883 2.795 -3.710
C -3.725 2.505 -4.421
N -4.055 1.805 -5.597
C -5.416 1.698 -5.635
C -3.245 1.341 -6.622
H -7.674 2.393 -1.829
H -8.778 3.246 -2.696
H -7.318 4.042 -2.571
H -7.818 2.949 -4.957
H -7.792 1.392 -4.167
H -4.986 3.259 -2.741
H -2.701 2.803 -4.252
H -5.971 1.269 -6.456
H -3.418 0.272 -6.744
H -2.185 1.387 -6.370
H -3.484 1.862 -7.549
C 5.848 5.227 -1.017
C 4.908 5.974 -2.012
N 4.200 5.129 -2.939
C 3.396 4.076 -2.572
C 3.072 3.375 -3.717
N 3.519 4.086 -4.816
C 4.256 5.138 -4.324
C 3.334 3.834 -6.223
H 5.491 4.415 -0.383
H 6.434 5.968 -0.473
H 6.542 4.695 -1.667
H 5.501 6.760 -2.479
H 4.003 6.426 -1.606
H 3.231 3.867 -1.525
H 2.414 2.524 -3.811
H 4.845 5.867 -4.861
H 2.435 3.251 -6.423
H 4.211 3.268 -6.535
H 3.352 4.777 -6.771
C 0.238 3.901 2.112
N -0.247 3.848 3.512
C 0.551 4.275 4.532
C 0.022 4.373 5.808
C -1.329 4.170 6.057
C -2.153 3.841 4.986
C -1.558 3.596 3.691
C -1.781 4.430 7.465
C -1.371 3.817 8.602
C -1.889 4.143 9.844
N -2.871 5.097 9.932
C -3.363 5.664 8.796
C -2.782 5.423 7.565
C -3.623 5.429 11.197
H 0.523 4.916 1.835
H -0.509 3.470 1.445
H 1.182 3.357 2.118
H 1.577 4.514 4.296
H 0.783 4.726 6.489
H -3.155 3.499 5.200
H -2.131 3.277 2.833
H -0.577 3.087 8.549
H -1.685 3.626 10.769
H -4.116 6.398 9.039
H -3.101 5.971 6.690
H -2.867 5.452 11.982
H -4.340 4.673 11.519
H -4.017 6.440 11.296
N -6.232 4.323 2.011
S -5.376 5.044 0.722
O -5.991 5.081 -0.577
O -3.888 5.046 0.662
F -5.720 6.542 1.180
S -5.737 3.022 1.717
O -4.441 2.628 2.280
O -6.271 2.389 0.521
F -6.577 2.251 2.855
N -1.678 4.815 -4.376
S -0.585 5.805 -3.549
O -0.882 7.257 -3.630
O 0.860 5.457 -3.435
F -1.055 5.522 -2.051
S -0.748 4.503 -5.510
O 0.161 3.326 -5.340
O -0.316 5.625 -6.356
F -1.796 3.824 -6.499
*
```